[1]
66
Properties=species:S:1:pos:R:3 method="wB97M-V/def2-TZVPD" homo_ha=-0.2444 charge=0 gap_ev=5.07 e_lumo_ev=-1.58
In -0.04331 -0.93119 1.10321
C -3.55027 0.51665 -2.44537
C -2.13906 0.01271 -2.36599
C -1.87866 -1.32080 -2.05678
C -0.57764 -1.78170 -1.91009
C 0.49452 -0.91770 -2.12643
C 0.24643 0.40008 -2.47489
C -1.05771 0.86076 -2.58308
H -4.09530 0.02577 -3.25302
H -3.57286 1.59371 -2.60096
H -4.07684 0.31122 -1.51096
H -2.70901 -2.00226 -1.90914
H -0.39350 -2.82312 -1.65560
H 1.50895 -1.28284 -2.03597
H 1.06930 1.08164 -2.65091
H -1.24330 1.90138 -2.81458
O -1.48341 2.39673 3.15521
N -0.99861 1.42512 2.72607
C 2.73918 -4.43822 3.57817
O 2.56807 -4.39529 2.16726
C 1.33817 -4.62795 1.67884
C 0.19760 -4.77768 2.46198
C -1.01315 -5.08922 1.87596
C -1.12240 -5.27289 0.50567
C -0.00142 -5.11488 -0.28497
C 1.21629 -4.76791 0.28702
N 2.34513 -4.70277 -0.57558
C 3.44017 -3.96306 -0.57341
C 3.77386 -2.77557 0.10784
C 5.15806 -2.47763 0.21294
C 5.59123 -1.37299 0.88670
C 4.63291 -0.50041 1.43565
C 3.28887 -0.71957 1.30536
C 2.80820 -1.85817 0.62457
O 1.56219 -2.05426 0.35870
H 3.80799 -4.32917 3.74228
H 2.40083 -5.39916 3.97294
H 2.20314 -3.61496 4.05487
H 0.25937 -4.63493 3.53012
H -1.88850 -5.19052 2.50505
H -2.07093 -5.52613 0.05628
H -0.06115 -5.24345 -1.35829
H 2.33928 -5.43083 -1.27586
H 4.20798 -4.36335 -1.22805
H 5.86862 -3.16732 -0.22535
H 6.64499 -1.16144 0.98598
H 4.96351 0.38821 1.95767
H 2.58308 -0.00383 1.71389
S -2.35958 -1.84589 0.97455
C -3.08182 -1.75271 2.54844
N -2.74190 -0.82416 3.46784
C -3.34219 -0.69132 4.66269
C -4.36984 -1.52155 5.01495
C -4.77143 -2.49027 4.09344
C -4.13811 -2.61097 2.87890
H -2.02511 -0.13304 3.24305
H -2.95979 0.10642 5.28247
H -4.85177 -1.41172 5.97334
H -5.59184 -3.15338 4.33246
H -4.44432 -3.35368 2.15846
Se -3.70386 3.15050 1.66638
Sb -1.99706 4.15927 0.35167
Se 0.00796 1.61804 1.01968
Se -0.30423 5.32561 1.49675
Se -2.32451 4.34799 -1.98190
Cl 0.47637 -1.53558 3.40739

[2]
67
Properties=species:S:1:pos:R:3 method="wB97M-V/def2-TZVPD" de_lowest_kj_mol=53.8 homo_ha=-0.4148 charge=+1 gap_ev=5.83 e_lumo_ev=-5.46
Tc 0.21567 0.24337 -0.11678
Se 2.55389 -2.82457 2.69260
Sb 1.90795 -0.63510 3.17439
Se -0.34471 0.58225 2.32632
Se 2.36634 0.36076 0.55418
Se 2.42576 1.10155 4.63186
C -0.83855 -0.28405 -5.97306
C -0.68799 -0.76040 -4.53483
S -0.23326 0.57509 -3.43243
O 0.10528 -0.23774 -2.13733
C 1.37879 1.06111 -4.05762
C 2.36168 -0.07838 -4.25844
H -1.21613 -1.10557 -6.57986
H 0.11246 0.02979 -6.40237
H -1.54706 0.54065 -6.05062
H 0.04661 -1.55624 -4.41265
H -1.63838 -1.10729 -4.12697
H 1.71776 1.78365 -3.31486
H 1.17013 1.61718 -4.97473
H 2.42679 -0.70644 -3.37108
H 3.34957 0.34085 -4.44484
H 2.10041 -0.69933 -5.11438
F -1.75214 1.96599 -1.21869
C -0.54774 2.17275 -0.57691
F 0.30451 2.70787 -1.52816
C -0.79610 3.32830 0.40711
F 0.30054 3.58595 1.12014
F -1.79537 3.01255 1.24397
F -1.14416 4.43417 -0.24671
C -1.50606 -0.17987 1.04298
Ge -2.59237 -1.79974 1.46572
C -4.41247 -1.13436 1.45915
C -5.35142 -1.73802 2.29695
C -6.67827 -1.33331 2.27947
C -7.08380 -0.32118 1.42106
C -6.16292 0.28145 0.57733
C -4.83550 -0.12468 0.59574
C -2.03191 -2.30812 3.24593
C -0.99648 -3.21350 3.47121
C -0.50204 -3.41817 4.75439
C -1.03391 -2.71288 5.82330
C -2.06229 -1.80322 5.61218
C -2.55706 -1.60255 4.33229
C -2.34058 -3.13570 0.08487
C -2.37800 -2.73938 -1.25340
C -2.21632 -3.66856 -2.27007
C -2.00977 -5.00640 -1.96094
C -1.98840 -5.41455 -0.63558
C -2.16011 -4.48423 0.38182
H -2.22011 0.62197 0.83542
H -5.04888 -2.52844 2.97550
H -7.39547 -1.80688 2.93740
H -8.11817 -0.00270 1.40967
H -6.47694 1.06964 -0.09474
H -4.13816 0.36044 -0.08017
H -0.54878 -3.75488 2.64624
H 0.30651 -4.11957 4.91354
H -0.64650 -2.86996 6.82176
H -2.47715 -1.24983 6.44491
H -3.35608 -0.88497 4.17995
H -2.55108 -1.69624 -1.50629
H -2.26597 -3.36126 -3.30744
H -1.88176 -5.73243 -2.75342
H -1.84654 -6.45978 -0.39332
H -2.15884 -4.82121 1.41137
O 0.75314 -2.95557 -0.19815
C 0.47444 -1.87382 -0.12692